[1]
Density functional theory data (ωB97M-V/def2-TZVPD) for a 2-piece molecular cluster, CH2IO2S overall.

```
7
Properties=species:S:1:pos:R:3:forces:R:3:lowdin_charge:R:1
I 3.079 -0.229 -0.131 -0.12 0.01 0.01 0.358
S -1.413 1.177 -0.243 -0.22 -0.43 0.68 0.737
O -1.588 1.636 1.137 0.21 -0.29 -0.82 -0.541
O -2.499 0.309 -0.718 0.93 0.35 0.24 -0.542
C 0.957 -0.571 -0.038 -1.22 0.48 -0.24 -0.783
H 0.757 -1.115 0.883 0.20 -0.06 0.12 -0.114
H 0.707 -1.207 -0.890 0.23 -0.06 0.01 -0.117
```
Forces are in eV/Å.

Net charge: -1
Energy relative to the best compared isomer or geometry (same formula, charge and spin): 24.0 kcal/mol
Frontier orbital gap (alpha / beta): 0.2236 / 0.2235 hartree
Highest occupied orbital energy (alpha / beta): -2.9 / -2.9 eV
F_max: 1.34 eV/A
M: 205.0 Da


[2]
Density functional theory data (ωB97M-V/def2-TZVPD) for one molecule with the formula C5H9N.

```
15
Properties=species:S:1:pos:R:3:forces:R:3:lowdin_charge:R:1
N 0.711 -0.535 0.111 -0.08 0.00 0.24 -0.244
C 1.957 -0.906 0.373 0.07 -0.17 0.02 -0.010
C -0.265 -0.498 1.027 0.06 -0.05 0.08 -0.144
C -1.100 0.709 0.801 -0.15 -0.05 -0.12 -0.195
C -1.162 0.655 -0.736 0.16 -0.08 -0.39 -0.164
C 0.234 0.079 -1.152 -0.26 0.18 -0.07 -0.108
H -0.608 1.643 1.131 -0.04 -0.22 0.03 0.107
H -2.066 0.652 1.306 -0.05 0.06 -0.27 0.104
H 0.993 0.792 -1.500 -0.41 0.10 0.15 0.119
H 2.199 -0.950 1.425 0.17 -0.19 -0.17 0.054
H -1.389 1.587 -1.264 0.15 -0.04 0.25 0.103
H -0.335 -1.280 1.762 0.26 0.32 0.38 0.104
H -1.958 -0.059 -0.972 0.26 0.07 -0.24 0.106
H 2.658 -1.194 -0.396 -0.22 0.02 -0.12 0.048
H 0.130 -0.696 -1.919 0.10 0.05 0.22 0.120
```
Forces are in eV/Å.

Energy relative to the best compared isomer or geometry (same formula, charge and spin): 60.8 kcal/mol
Frontier orbital gap (alpha / beta): 0.2751 / 0.2751 hartree
Highest occupied orbital energy (alpha / beta): -6.5 / -6.5 eV
F_max: 0.56 eV/A
M: 83.1 Da


[3]
Density functional theory data (ωB97M-V/def2-TZVPD) for a 2-piece molecular cluster, C6H12N2 overall.

```
20
Properties=species:S:1:pos:R:3:forces:R:3:lowdin_charge:R:1
N -0.540 2.557 0.085 -0.32 0.41 0.18 0.036
N 1.144 1.280 0.683 0.29 -0.04 -0.05 0.082
C 0.756 2.249 -0.104 0.15 0.13 -0.10 -0.210
C -1.007 1.772 1.126 -0.09 -1.57 -0.81 -0.076
C 0.409 -2.335 -2.212 -0.45 -0.27 0.20 -0.170
C 0.045 0.935 1.425 0.23 0.62 0.43 -0.379
C 0.175 -0.148 2.444 -0.63 -0.13 -0.10 -0.047
C -0.295 -1.379 -1.249 0.80 0.04 0.16 -0.171
H 0.922 -3.135 -1.679 0.16 0.10 0.06 0.060
H 1.364 2.740 -0.847 0.06 0.09 0.11 0.117
H -0.805 -1.914 -0.449 -0.39 -0.07 -0.21 0.060
H -1.005 3.386 -0.251 0.03 -0.20 -0.21 0.143
H -0.335 -2.836 -2.837 0.14 0.08 -0.18 0.058
H 1.133 -1.818 -2.841 -0.06 -0.02 -0.08 0.061
H 1.189 -0.526 2.376 0.01 -0.22 0.15 0.073
H -0.039 0.195 3.455 0.24 0.23 0.03 0.072
H 0.442 -0.765 -0.724 -0.08 0.09 -0.20 0.042
H -2.030 1.413 1.112 -0.18 0.80 0.60 0.114
H -0.969 -0.721 -1.797 -0.15 0.02 0.21 0.064
H -0.556 -0.948 2.284 0.24 -0.08 -0.21 0.072
```
Forces are in eV/Å.

Energy relative to the best compared isomer or geometry (same formula, charge and spin): 8.3 kcal/mol
Frontier orbital gap: 0.3533 hartree
Highest occupied orbital energy: -8.7 eV
F_max: 1.77 eV/A
M: 112.2 Da


[4]
Density functional theory data (ωB97M-V/def2-TZVPD) for a 2-piece molecular cluster, C2H7Cl2NSi overall.

```
13
Properties=species:S:1:pos:R:3:forces:R:3:lowdin_charge:R:1
Cl 2.237 -1.250 -0.367 0.25 0.39 0.17 0.320
Cl 5.270 -0.339 0.384 0.99 -0.24 0.37 0.343
Si 3.521 0.337 -0.227 -1.80 1.82 -0.59 -0.195
N -0.971 -1.422 -0.617 1.14 0.33 0.62 -0.076
C -1.099 -0.862 0.728 -0.77 -5.63 1.35 -0.210
C 3.013 2.019 -0.370 0.06 -4.17 1.03 -0.248
H -1.841 -1.549 -1.118 0.06 0.38 0.25 0.060
H -0.611 -0.021 1.005 1.91 2.73 0.05 0.021
H 3.684 2.670 -0.751 2.61 2.23 -0.46 -0.086
H 2.125 2.152 -0.893 -2.01 -0.02 -0.50 -0.065
H -0.839 -1.663 1.569 -0.24 1.41 -1.69 0.108
H -2.106 -0.714 0.867 -2.48 0.74 0.83 0.030
H -0.393 -0.737 -1.047 0.29 0.04 -1.41 -0.002
```
Forces are in eV/Å.

Energy relative to the best compared isomer or geometry (same formula, charge and spin): 89.6 kcal/mol
Frontier orbital gap: 0.3252 hartree
Highest occupied orbital energy: -8.7 eV
F_max: 5.84 eV/A
M: 144.1 Da


[5]
Density functional theory data (ωB97M-V/def2-TZVPD) for one molecule with the formula C22H24N4O5.

```
55
Properties=species:S:1:pos:R:3:forces:R:3:lowdin_charge:R:1
O -5.875 -1.269 0.833 0.69 0.07 -0.11 -0.140
O -4.866 -1.857 -1.739 -0.01 0.52 0.17 -0.101
O 1.613 4.290 -0.035 0.04 0.16 0.09 0.067
O -0.603 0.904 -2.085 0.05 -0.18 -0.26 0.048
O -4.346 0.677 2.412 0.12 0.11 -0.29 -0.059
N -1.239 2.740 -0.948 -0.06 0.22 0.17 0.089
N 2.837 1.832 -0.340 0.42 0.12 0.36 0.063
N 1.674 2.193 -0.928 -0.23 -0.86 -0.58 0.045
N 6.447 0.105 1.145 0.20 0.11 0.16 0.129
C -5.340 0.017 3.166 -0.24 -0.19 0.35 -0.062
C -1.369 1.443 -1.301 -0.14 0.21 0.15 -0.438
C 5.392 0.907 0.826 -0.43 -0.02 -0.27 -0.230
C -2.530 0.734 -0.695 -0.28 -0.39 0.20 -0.126
C 6.288 -1.132 0.577 -0.29 -0.37 -0.31 -0.204
C 5.318 2.304 1.315 0.00 0.05 0.01 -0.009
C 5.474 -3.380 -0.765 -0.13 -0.12 -0.12 -0.103
C 4.666 -2.264 -0.817 0.05 -0.03 0.02 -0.031
C -4.744 -0.627 0.352 -0.33 -0.12 0.11 -0.133
C 6.674 -3.378 -0.054 0.13 -0.01 0.07 -0.104
C 7.099 -2.255 0.627 0.05 -0.02 0.02 -0.027
C 4.510 0.197 0.030 0.80 0.08 0.52 -0.117
C 1.137 3.418 -0.723 -0.34 0.26 -0.18 -0.464
C 5.070 -1.116 -0.140 0.32 0.09 0.22 -0.125
C -3.164 -0.246 -1.447 -0.08 -0.05 -0.01 0.065
C -4.877 -3.186 -1.247 0.04 -0.34 0.10 -0.060
C -0.194 3.586 -1.483 0.35 -0.05 -0.01 -0.074
C 3.280 0.654 -0.538 -0.76 0.27 -0.36 -0.070
C -4.058 0.311 1.138 0.05 0.01 -0.13 -0.183
C -7.068 -0.963 0.131 -0.31 0.14 -0.12 -0.056
C -4.254 -0.926 -0.931 0.18 0.02 -0.08 -0.204
C -2.961 0.984 0.596 -0.08 -0.05 -0.08 0.050
H 8.027 -2.250 1.179 0.09 -0.03 0.05 0.106
H 5.309 2.327 2.405 -0.01 0.04 0.09 0.086
H -5.419 -3.771 -1.988 0.05 -0.03 0.05 0.095
H -7.327 0.095 0.250 0.02 -0.06 0.02 0.100
H -7.843 -1.581 0.581 -0.03 0.06 -0.04 0.098
H 2.730 -0.063 -1.161 -0.03 0.07 0.00 0.129
H -3.855 -3.569 -1.157 -0.05 0.02 -0.02 0.100
H -5.200 -1.065 3.159 -0.02 0.10 0.03 0.099
H 6.182 2.874 0.973 0.06 0.08 -0.01 0.086
H 5.176 -4.279 -1.285 -0.03 -0.06 -0.04 0.097
H -2.458 1.686 1.243 0.07 0.08 0.09 0.128
H -0.504 4.628 -1.412 0.10 -0.12 0.02 0.129
H 4.410 2.766 0.939 0.07 0.09 0.08 0.060
H -1.853 3.129 -0.253 -0.05 -0.08 -0.11 0.138
H -2.813 -0.482 -2.439 0.03 -0.06 -0.10 0.134
H -0.039 3.314 -2.532 -0.07 0.09 0.08 0.130
H 7.229 0.387 1.714 -0.11 -0.01 -0.06 0.165
H -5.375 -3.265 -0.278 0.02 0.03 -0.07 0.088
H -5.223 0.397 4.181 -0.02 -0.04 -0.07 0.096
H -6.345 0.254 2.807 0.07 -0.04 0.02 0.092
H 1.167 1.517 -1.514 0.08 0.32 0.19 0.117
H -6.985 -1.191 -0.934 0.02 -0.01 0.07 0.092
H 7.280 -4.272 -0.038 0.06 -0.06 0.01 0.097
H 3.739 -2.282 -1.372 -0.10 -0.03 -0.07 0.103
```
Forces are in eV/Å.

Energy relative to the best compared isomer or geometry (same formula, charge and spin): 51.2 kcal/mol
Frontier orbital gap: 0.2934 hartree
Highest occupied orbital energy: -7.4 eV
F_max: 1.07 eV/A
M: 424.5 Da


[6]
Density functional theory data (ωB97M-V/def2-TZVPD) for CO4P as an isolated structure.

```
6
Properties=species:S:1:pos:R:3:forces:R:3:lowdin_charge:R:1
P -1.581 0.027 0.617 -2.19 0.06 -3.77 0.660
O -0.355 0.151 -0.342 -1.23 -0.35 0.93 -0.467
O 1.793 1.050 0.153 -0.09 -0.08 0.00 0.036
O -2.895 0.015 -0.250 3.03 0.04 2.62 -0.617
O 1.654 -1.182 -0.140 0.25 -3.04 -0.32 0.093
C 1.384 -0.060 -0.039 0.22 3.37 0.53 -0.706
```
Forces are in eV/Å.

Net charge: -1
Energy relative to the best compared isomer or geometry (same formula, charge and spin): 12.9 kcal/mol
Frontier orbital gap: 0.3529 hartree
Highest occupied orbital energy: -5.4 eV
F_max: 4.36 eV/A
M: 107.0 Da